This record from the OMol25 dataset describes a 2-piece molecular cluster, CH7NS2 overall. The level of theory is the ωB97M-V functional and the def2-TZVPD basis.

The total energy comes out at -24310.1187 eV. The energy above the lowest of the compared OMol25 structures with the same formula, charge and spin is 105.8 kJ/mol. The HOMO energy comes out at -8.6 eV. The net charge is 0.

Bonds (Å) are listed after each position.
Cartesian coordinates (Å):
1 C 1.749 1.649 -1.368  N2 1.528, H3 1.155, H4 1.120, H5 1.181
2 N 0.944 2.558 -0.439  C1 1.528, H6 1.027, H7 1.055
3 H 1.440 1.870 -2.459  C1 1.155
4 H 2.856 1.804 -1.304  C1 1.120
5 H 1.506 0.554 -1.000  C1 1.181
6 H 1.232 2.413 0.536  N2 1.027
7 H 1.162 3.563 -0.675  N2 1.055
8 S -0.034 -1.898 0.651  S9 2.154, H10 1.343
9 S -1.465 -0.320 0.333  S8 2.154, H11 1.327
10 H -0.935 -2.870 0.435  S8 1.343
11 H -0.373 0.359 0.005  S9 1.327

---

This record from the OMol25 dataset describes a 3-piece molecular cluster, C22H49B2N2O3P overall. The level of theory is the ωB97M-V functional and the def2-TZVPD basis.

Its spin multiplicity is 3. The total energy comes out at -43369.0916 eV. The HOMO energy comes out at -7.9 eV. The net charge is 0.

Bonds (Å) are listed after each position.
Cartesian coordinates (Å):
1 C -3.301 -2.816 -1.244  C2 1.573, H9 1.111, H10 1.103, H11 1.096
2 C -3.654 -1.290 -1.385  C1 1.573, B3 1.596, H12 1.101, H13 1.107
3 B -3.982 -1.056 -2.929  C2 1.596, O4 1.432, B5 1.672
4 O -3.033 -0.312 -3.700  B3 1.432, H14 0.957
5 B -5.322 -1.656 -3.731  B3 1.672, P6 1.914, H15 1.196
6 P -7.123 -1.603 -3.087  B5 1.914, C7 1.871, C8 1.900
7 C -7.172 -0.621 -1.495  P6 1.871, H16 1.105, H17 1.101, H18 1.107
8 C -7.447 -3.411 -2.603  P6 1.900, H19 1.094, H20 1.101, H21 1.104
9 H -4.077 -3.459 -1.710  C1 1.111
10 H -2.372 -3.020 -1.803  C1 1.103
11 H -3.224 -3.126 -0.195  C1 1.096
12 H -4.465 -1.025 -0.689  C2 1.101
13 H -2.781 -0.669 -1.106  C2 1.107
14 H -2.870 -0.859 -4.468  O4 0.957
15 H -5.179 -2.197 -4.788  B5 1.196
16 H -6.413 0.179 -1.572  C7 1.105
17 H -8.152 -0.150 -1.324  C7 1.101
18 H -6.901 -1.230 -0.611  C7 1.107
19 H -8.516 -3.636 -2.537  C8 1.094
20 H -6.921 -4.014 -3.360  C8 1.101
21 H -6.922 -3.561 -1.644  C8 1.104
22 C 1.452 -2.467 3.486  C23 1.543, H33 1.091, H34 1.088, H35 1.092
23 C 0.419 -3.092 2.524  C22 1.543, C24 1.534, N28 1.485, C32 1.537
24 C 0.954 -4.432 2.005  C23 1.534, C25 1.525, H36 1.095, H37 1.093
25 C 2.104 -4.265 1.017  C24 1.525, C26 1.526, H38 1.094, H39 1.093
26 C 1.704 -3.335 -0.125  C25 1.526, C27 1.536, H40 1.093, H41 1.096
27 C 1.106 -1.997 0.335  C26 1.536, N28 1.487, C30 1.541, C31 1.538
28 N 0.100 -2.153 1.419  C23 1.485, C27 1.487, O29 1.309
29 O -1.023 -2.542 0.870  N28 1.309
30 C 2.226 -1.047 0.806  C27 1.541, H42 1.089, H43 1.091, H44 1.089
31 C 0.516 -1.293 -0.898  C27 1.538, H45 1.090, H46 1.091, H47 1.092
32 C -0.807 -3.352 3.413  C23 1.537, H48 1.092, H49 1.091, H50 1.090
33 H 1.450 -2.993 4.442  C22 1.091
34 H 2.477 -2.524 3.127  C22 1.088
35 H 1.214 -1.422 3.692  C22 1.092
36 H 0.147 -4.988 1.515  C24 1.095
37 H 1.283 -5.049 2.845  C24 1.093
38 H 2.997 -3.886 1.521  C25 1.094
39 H 2.378 -5.241 0.611  C25 1.093
40 H 2.573 -3.149 -0.761  C26 1.093
41 H 0.975 -3.862 -0.751  C26 1.096
42 H 1.810 -0.148 1.258  C30 1.089
43 H 2.840 -0.728 -0.037  C30 1.091
44 H 2.917 -1.501 1.514  C30 1.089
45 H -0.210 -1.914 -1.423  C31 1.090
46 H 1.307 -1.062 -1.613  C31 1.091
47 H 0.032 -0.354 -0.622  C31 1.092
48 H -1.194 -2.418 3.826  C32 1.092
49 H -0.535 -4.000 4.246  C32 1.091
50 H -1.615 -3.852 2.879  C32 1.090
51 C 2.895 4.912 -1.792  C52 1.544, H62 1.091, H63 1.088, H64 1.092
52 C 2.035 3.978 -0.914  C51 1.544, C53 1.534, N57 1.486, C61 1.537
53 C 1.127 4.822 -0.011  C52 1.534, C54 1.525, H65 1.095, H66 1.093
54 C 1.895 5.527 1.102  C53 1.525, C55 1.526, H67 1.094, H68 1.092
55 C 2.719 4.527 1.907  C54 1.526, C56 1.537, H69 1.093, H70 1.095
56 C 3.607 3.612 1.050  C55 1.537, N57 1.487, C59 1.542, C60 1.538
57 N 2.897 3.055 -0.132  C52 1.486, C56 1.487, O58 1.308
58 O 2.154 2.061 0.280  N57 1.308
59 C 4.862 4.376 0.582  C56 1.542, H71 1.092, H72 1.091, H73 1.088
60 C 4.160 2.502 1.959  C56 1.538, H74 1.090, H75 1.091, H76 1.092
61 C 1.166 3.213 -1.925  C52 1.537, H77 1.092, H78 1.091, H79 1.090
62 H 2.290 5.355 -2.584  C51 1.091
63 H 3.322 5.754 -1.250  C51 1.088
64 H 3.705 4.362 -2.273  C51 1.092
65 H 0.358 4.186 0.439  C53 1.095
66 H 0.594 5.563 -0.613  C53 1.093
67 H 2.539 6.311 0.694  C54 1.094
68 H 1.189 6.032 1.766  C54 1.092
69 H 3.338 5.066 2.629  C55 1.093
70 H 2.028 3.914 2.495  C55 1.095
71 H 5.434 3.785 -0.136  C59 1.092
72 H 5.520 4.585 1.427  C59 1.091
73 H 4.645 5.344 0.136  C59 1.088
74 H 3.370 1.953 2.471  C60 1.090
75 H 4.797 2.932 2.733  C60 1.091
76 H 4.762 1.789 1.390  C60 1.092
77 H 1.786 2.626 -2.606  C61 1.092
78 H 0.582 3.913 -2.523  C61 1.091
79 H 0.453 2.543 -1.446  C61 1.090

---

This record from the OMol25 dataset describes one molecule with the formula C6H14Si. The level of theory is the ωB97M-V functional and the def2-TZVPD basis.

The total energy comes out at -14323.6009 eV. The energy above the lowest of the compared OMol25 structures with the same formula, charge and spin is 286.6 kJ/mol. The HOMO energy comes out at -9.4 eV. The net charge is 0.

Bonds (Å) are listed after each position.
Cartesian coordinates (Å):
1 C 3.314 1.002 0.121  C2 1.503, H8 1.126, H9 1.042, H10 1.188
2 C 2.602 -0.300 -0.118  C1 1.503, C3 1.294, H11 1.080
3 C 1.311 -0.343 -0.039  C2 1.294, Si4 1.820, H12 1.086
4 Si -0.064 -1.513 -0.273  C3 1.820, C5 1.826, H13 1.520, H14 1.442
5 C -1.600 -0.543 -0.092  Si4 1.826, C6 1.721, C7 1.600, H15 1.085
6 C -2.248 0.660 -1.139  C5 1.721, H16 1.105, H17 1.158, H18 1.174
7 C -1.946 0.179 1.294  C5 1.600, H19 1.047, H20 1.083, H21 1.067
8 H 2.685 1.930 0.023  C1 1.126
9 H 4.130 1.089 -0.521  C1 1.042
10 H 3.645 0.905 1.257  C1 1.188
11 H 3.256 -1.121 -0.372  C2 1.080
12 H 0.717 0.357 0.540  C3 1.086
13 H 0.001 -2.832 0.479  Si4 1.520
14 H -0.198 -1.872 -1.663  Si4 1.442
15 H -2.512 -1.128 -0.165  C5 1.085
16 H -3.338 0.569 -0.979  C6 1.105
17 H -2.049 0.203 -2.184  C6 1.158
18 H -1.795 1.715 -0.893  C6 1.174
19 H -1.065 0.697 1.519  C7 1.047
20 H -2.108 -0.522 2.103  C7 1.083
21 H -2.736 0.870 1.103  C7 1.067

---

no.,Kohn-Sham gap (eV)
1,8.8
2,7.7
3,10.4